{"formula": "C5H34NO13", "method": "ωB97M-V with the def2-TZVPD basis set", "gap_ha": [0.39896, 0.12138], "charge": 2, "homo_ev": [-16.199, -16.199], "spin_multiplicity": 2, "s2": 0.756, "relative_energy_kcal_mol": 0.00, "elements": ["C", "C", "C", "C", "C", "O", "O", "N", "H", "H", "H", "H", "H", "H", "H", "H", "H", "H", "H", "H", "H", "H", "O", "H", "H", "O", "H", "H", "O", "H", "H", "O", "H", "H", "O", "H", "H", "O", "H", "H", "O", "H", "H", "O", "H", "H", "O", "H", "H", "O", "H", "H", "O"], "coordinates": [[0.90, -1.37, -1.61], [-0.36, -0.53, -1.21], [-0.29, -0.28, 0.29], [-1.44, 0.34, 1.04], [-1.34, 0.32, 2.52], [-2.56, -0.16, 2.99], [-0.43, 0.44, 3.29], [-0.38, 0.59, -2.19], [0.96, -1.55, -2.67], [0.73, -2.35, -1.13], [1.76, -1.07, -1.01], [-1.28, -1.13, -1.27], [0.65, 0.28, 0.64], [-0.10, -1.27, 0.72], [-1.67, 1.35, 0.70], [-2.36, -0.12, 0.67], [-2.52, -0.44, 3.91], [-1.20, 1.19, -1.98], [0.46, 1.16, -2.14], [-0.55, 0.17, -3.12], [-1.00, -4.77, 0.41], [-0.91, -3.37, 0.84], [-0.33, -4.08, 0.50], [1.80, -1.27, 1.08], [3.07, -0.40, 1.68], [2.47, -0.56, 0.87], [-2.04, -1.28, -3.52], [-1.25, -1.73, -4.78], [-1.17, -1.23, -3.99], [-2.82, -3.25, 2.18], [-2.55, -1.71, 2.12], [-2.31, -2.57, 1.71], [-3.34, -0.89, -1.09], [-4.15, -0.74, -2.35], [-3.23, -0.81, -2.03], [4.51, 1.20, -1.27], [3.14, 0.61, -0.51], [3.65, 1.35, -0.89], [2.96, 3.07, -3.07], [2.49, 2.40, -1.67], [2.22, 2.93, -2.44], [-1.14, 3.71, -0.94], [-2.39, 4.13, -1.80], [-2.03, 3.43, -1.23], [1.07, 4.07, -1.54], [1.07, 4.33, -0.11], [0.51, 3.86, -0.76], [2.43, -3.43, 1.65], [0.94, -3.52, 1.69], [1.67, -2.88, 1.78], [2.97, 1.58, 3.47], [3.18, 1.84, 2.03], [3.56, 1.30, 2.74]]}

{"formula": "C18H36AgBrIO9P3", "method": "ωB97M-V with the def2-TZVPD basis set", "gap_ha": [0.15056, 0.15024], "charge": 1, "homo_ev": [-10.789, -10.782], "spin_multiplicity": 2, "s2": 0.756, "elements": ["C", "C", "O", "C", "C", "P", "C", "C", "O", "C", "O", "C", "C", "P", "C", "O", "O", "C", "Br", "C", "C", "C", "O", "C", "C", "C", "C", "O", "I", "P", "O", "O", "H", "H", "H", "H", "H", "H", "H", "H", "H", "H", "H", "H", "H", "H", "H", "H", "H", "H", "H", "H", "H", "H", "H", "H", "H", "H", "H", "H", "H", "H", "H", "H", "H", "H", "H", "H", "Ag"], "coordinates": [[5.89, -0.84, 1.89], [4.58, -1.81, 1.81], [3.66, -1.24, 0.86], [2.99, -0.08, 1.41], [1.40, -0.26, 1.43], [0.44, 0.87, 0.21], [-0.17, 2.08, -1.13], [0.13, 1.63, -2.64], [1.53, 1.58, -2.99], [1.85, 0.29, -3.54], [1.51, 0.00, -4.70], [2.61, -0.84, -2.67], [4.12, -0.45, -2.29], [1.15, 2.55, 1.55], [2.45, 3.61, 0.68], [-0.25, 3.56, 1.69], [-0.98, 0.97, 1.24], [-1.88, -0.18, 1.13], [-1.63, -1.41, 2.71], [-3.29, 0.51, 1.48], [-4.49, -0.52, 1.78], [-5.92, 0.17, 1.52], [-6.38, 0.04, 0.15], [-6.91, -1.30, 0.01], [-1.62, -0.77, -0.35], [-1.67, -2.37, -0.53], [-0.99, -2.88, -1.88], [-0.88, -2.25, -2.94], [-0.20, -4.94, -1.87], [-2.88, -0.10, -1.63], [-4.19, -0.92, -1.65], [-0.20, -0.53, -0.63], [5.81, -0.11, 2.80], [5.97, -0.23, 0.92], [6.83, -1.49, 1.95], [4.87, -2.86, 1.42], [4.15, -1.90, 2.86], [3.33, 0.06, 2.51], [3.36, 0.84, 0.84], [1.16, -1.35, 1.21], [1.01, 0.00, 2.48], [1.69, 0.88, -0.53], [-1.31, 2.24, -1.06], [0.28, 3.14, -1.02], [-0.35, 0.64, -2.94], [-0.37, 2.42, -3.31], [1.99, -1.14, -1.75], [2.67, -1.78, -3.32], [4.58, -1.22, -1.59], [4.22, 0.57, -1.79], [4.75, -0.46, -3.25], [3.35, 3.04, 0.29], [2.83, 4.36, 1.47], [2.02, 4.25, -0.17], [-0.17, 4.25, 0.98], [-3.12, 1.09, 2.46], [-3.62, 1.31, 0.72], [-4.31, -1.47, 1.18], [-4.47, -0.79, 2.90], [-6.69, -0.39, 2.19], [-5.95, 1.26, 1.89], [-7.90, -1.44, 0.57], [-7.10, -1.46, -1.11], [-6.18, -2.13, 0.32], [-1.15, -2.93, 0.33], [-2.77, -2.70, -0.49], [-2.35, -0.14, -2.97], [-3.21, 1.29, -1.39], [6.35, 0.16, 4.33]]}

{"formula": "C9H8BrNO3", "method": "ωB97M-V with the def2-TZVPD basis set", "gap_ha": 0.36097, "smiles": "C[C@@](C=O)(c1ccccc1Br)[N+](=O)[O-]", "charge": 0, "homo_ev": -9.401, "spin_multiplicity": 1, "relative_energy_kcal_mol": 112.42, "elements": ["C", "C", "C", "C", "C", "C", "C", "C", "C", "N", "O", "O", "O", "Br", "H", "H", "H", "H", "H", "H", "H", "H"], "coordinates": [[1.11, -2.22, -0.92], [-0.08, -2.89, -1.11], [1.16, -0.91, -0.52], [-1.26, -2.25, -0.74], [0.05, -0.26, -0.09], [-1.20, -0.96, -0.09], [-1.06, 1.91, -0.34], [1.17, 2.00, 0.29], [0.01, 1.06, 0.42], [-0.27, 1.05, 1.89], [-0.01, 0.06, 2.47], [-1.43, 1.80, -1.48], [-0.66, 2.07, 2.33], [-2.80, -0.14, 0.61], [2.14, -2.63, -1.22], [0.04, -3.87, -1.52], [2.11, -0.45, -0.44], [-2.22, -2.79, -0.62], [-1.27, 2.85, 0.20], [1.00, 2.74, 0.98], [1.23, 2.26, -0.71], [2.22, 1.57, 0.59]]}

{"formula": "C37H32MgP2Si", "method": "ωB97M-V with the def2-TZVPD basis set", "gap_ha": 0.22431, "charge": 0, "homo_ev": -5.553, "spin_multiplicity": 1, "elements": ["Mg", "C", "Si", "C", "C", "C", "C", "C", "C", "P", "C", "C", "C", "C", "C", "C", "C", "C", "C", "C", "C", "C", "C", "C", "C", "C", "C", "C", "P", "C", "C", "C", "C", "C", "C", "C", "C", "C", "C", "C", "C", "H", "H", "H", "H", "H", "H", "H", "H", "H", "H", "H", "H", "H", "H", "H", "H", "H", "H", "H", "H", "H", "H", "H", "H", "H", "H", "H", "H", "H", "H", "H", "H"], "coordinates": [[0.14, -1.37, -1.09], [3.50, -2.48, -0.37], [2.12, -1.44, 0.28], [2.58, 0.35, 0.46], [3.37, 0.79, 1.53], [3.80, 2.11, 1.61], [3.46, 3.01, 0.61], [2.67, 2.60, -0.46], [2.20, 1.28, -0.55], [1.14, 0.72, -1.94], [2.04, 1.38, -3.38], [1.70, 2.55, -4.07], [2.43, 2.96, -5.20], [3.51, 2.21, -5.64], [3.88, 1.05, -4.97], [3.15, 0.64, -3.85], [-0.38, 1.72, -1.81], [-1.33, 1.64, -2.85], [-2.53, 2.35, -2.79], [-2.81, 3.15, -1.68], [-1.90, 3.22, -0.63], [-0.70, 2.50, -0.69], [1.33, -2.12, 1.85], [2.22, -2.67, 2.81], [1.76, -3.25, 3.99], [0.40, -3.30, 4.24], [-0.50, -2.77, 3.32], [-0.08, -2.18, 2.11], [-1.32, -1.42, 0.99], [-1.92, 0.00, 1.96], [-1.02, 0.76, 2.74], [-1.44, 1.90, 3.43], [-2.77, 2.31, 3.36], [-3.67, 1.59, 2.58], [-3.24, 0.46, 1.88], [-2.73, -2.51, 0.75], [-3.01, -2.89, -0.58], [-4.14, -3.64, -0.91], [-5.01, -4.04, 0.09], [-4.76, -3.69, 1.41], [-3.63, -2.92, 1.73], [4.36, -2.47, 0.30], [3.83, -2.13, -1.35], [3.18, -3.52, -0.48], [3.67, 0.10, 2.32], [4.42, 2.43, 2.44], [3.81, 4.04, 0.66], [2.41, 3.33, -1.22], [0.87, 3.17, -3.75], [2.15, 3.87, -5.72], [4.08, 2.53, -6.52], [4.72, 0.46, -5.31], [3.45, -0.28, -3.34], [-1.14, 1.02, -3.72], [-3.24, 2.28, -3.60], [-3.75, 3.70, -1.63], [-2.13, 3.81, 0.25], [-0.05, 2.56, 0.17], [3.29, -2.66, 2.64], [2.46, -3.67, 4.70], [0.03, -3.75, 5.16], [-1.55, -2.80, 3.59], [0.03, 0.49, 2.80], [-0.72, 2.47, 4.02], [-3.09, 3.20, 3.90], [-4.70, 1.92, 2.51], [-3.97, -0.05, 1.25], [-2.35, -2.56, -1.39], [-4.33, -3.90, -1.95], [-5.90, -4.62, -0.16], [-5.45, -3.99, 2.19], [-3.51, -2.61, 2.77], [0.60, -2.91, -1.83]]}

{"formula": "C5H10N2O2", "method": "ωB97M-V with the def2-TZVPD basis set", "gap_ha": 0.31187, "charge": 2, "homo_ev": -20.246, "spin_multiplicity": 1, "relative_energy_kcal_mol": 72.72, "elements": ["C", "C", "C", "C", "C", "N", "N", "O", "O", "H", "H", "H", "H", "H", "H", "H", "H", "H", "H"], "coordinates": [[0.19, -1.77, -1.49], [1.35, -1.57, -0.73], [-0.09, 0.29, -0.57], [-0.81, 1.42, 1.58], [-1.13, 0.31, 0.56], [-0.59, -0.71, -1.42], [1.24, -0.47, -0.04], [0.23, 1.38, -1.19], [2.12, 0.16, 0.70], [-0.09, -2.77, -1.97], [2.07, -2.32, -0.40], [0.01, 0.94, 2.23], [-1.83, 1.60, 2.10], [-0.52, 2.36, 1.05], [-2.08, 0.70, 0.06], [-1.39, -0.76, 0.95], [-1.41, -0.47, -1.96], [0.03, 2.17, -0.64], [2.70, -0.49, 1.16]]}

{"formula": "C7H23NO4", "method": "ωB97M-V with the def2-TZVPD basis set", "gap_ha": 0.34757, "smiles": "COC[C@H](C)N.CC(C)O.O.O", "charge": 0, "homo_ev": -9.306, "spin_multiplicity": 1, "relative_energy_kcal_mol": 6.16, "elements": ["C", "C", "C", "O", "H", "H", "H", "H", "H", "H", "H", "H", "O", "H", "H", "O", "H", "H", "C", "C", "C", "O", "C", "N", "H", "H", "H", "H", "H", "H", "H", "H", "H", "H", "H"], "coordinates": [[2.75, -0.58, -1.73], [1.52, -0.23, -2.56], [1.92, 0.29, -3.92], [0.70, -1.35, -2.79], [2.51, -1.29, -0.94], [3.18, 0.33, -1.30], [3.54, -0.98, -2.36], [0.95, 0.54, -2.01], [1.04, 0.55, -4.51], [2.44, -0.51, -4.46], [2.56, 1.17, -3.87], [0.16, -1.54, -2.01], [-3.76, -1.57, 0.82], [-3.99, -2.36, 1.31], [-4.56, -1.04, 0.80], [-1.33, -1.44, -0.76], [-2.29, -1.51, -0.66], [-1.01, -1.12, 0.10], [-0.48, 2.13, 0.65], [-1.24, 1.40, 1.72], [-0.38, 0.32, 2.35], [0.26, -0.45, 1.33], [1.07, -1.46, 1.87], [-1.59, 2.34, 2.80], [-1.07, 2.92, 0.18], [-0.13, 1.48, -0.15], [0.40, 2.61, 1.10], [-2.13, 0.89, 1.32], [-0.98, -0.34, 2.99], [0.39, 0.79, 2.98], [0.47, -2.23, 2.38], [1.78, -1.06, 2.60], [1.59, -1.94, 1.04], [-1.85, 3.23, 2.40], [-2.42, 2.02, 3.30]]}

{"formula": "C21H34F2O6S3", "method": "ωB97M-V with the def2-TZVPD basis set", "gap_ha": 0.33504, "charge": 0, "homo_ev": -8.721, "spin_multiplicity": 1, "relative_energy_kcal_mol": 44.89, "elements": ["F", "C", "C", "C", "C", "C", "C", "H", "H", "H", "H", "H", "F", "C", "C", "C", "C", "C", "C", "H", "H", "H", "H", "H", "C", "S", "O", "C", "H", "H", "H", "H", "H", "H", "C", "S", "O", "C", "H", "H", "H", "H", "H", "H", "C", "S", "O", "C", "H", "H", "H", "H", "H", "H", "C", "O", "C", "O", "O", "C", "H", "H", "H", "H", "H", "H"], "coordinates": [[15.62, -17.26, 9.69], [14.81, -18.31, 9.61], [14.17, -18.91, 10.61], [13.33, -19.96, 10.44], [13.07, -20.48, 9.16], [13.61, -19.90, 8.04], [14.47, -18.76, 8.34], [14.44, -18.58, 11.61], [12.94, -20.54, 11.27], [12.44, -21.36, 9.09], [13.44, -20.17, 7.01], [14.84, -18.12, 7.55], [14.79, -19.68, 5.00], [15.07, -18.36, 4.67], [16.33, -17.77, 4.87], [16.61, -16.47, 4.45], [15.58, -15.70, 3.91], [14.27, -16.25, 3.79], [14.05, -17.57, 4.14], [17.10, -18.31, 5.41], [17.64, -16.15, 4.52], [15.82, -14.74, 3.49], [13.45, -15.71, 3.36], [13.10, -18.03, 3.89], [11.38, -17.10, 12.36], [10.58, -15.62, 13.22], [9.71, -14.96, 12.14], [9.27, -16.49, 14.09], [10.65, -17.54, 11.67], [11.60, -17.93, 13.03], [12.27, -16.74, 11.85], [8.78, -17.25, 13.49], [8.49, -15.76, 14.32], [9.65, -16.84, 15.05], [17.34, -15.34, 7.59], [19.09, -16.00, 7.30], [20.00, -14.74, 7.44], [19.38, -17.00, 8.83], [17.30, -14.54, 6.85], [17.23, -14.81, 8.54], [16.58, -16.11, 7.49], [18.75, -17.89, 8.86], [19.19, -16.62, 9.84], [20.42, -17.30, 8.89], [11.77, -13.12, 7.24], [13.45, -13.85, 6.96], [14.47, -13.02, 7.72], [13.48, -15.46, 7.80], [11.84, -12.03, 7.25], [11.48, -13.28, 8.28], [10.93, -13.45, 6.63], [14.50, -15.83, 7.70], [12.88, -16.24, 7.32], [13.12, -15.38, 8.83], [13.37, -25.51, 11.28], [14.21, -24.44, 10.74], [14.43, -23.36, 11.53], [13.71, -23.01, 12.49], [15.58, -22.77, 11.13], [16.19, -21.70, 11.88], [12.36, -25.28, 11.64], [13.90, -25.90, 12.15], [13.30, -26.36, 10.61], [16.39, -21.99, 12.91], [15.61, -20.79, 11.71], [17.17, -21.54, 11.44]]}

{"formula": "C42H42As2F4N9O9PtS", "method": "ωB97M-V with the def2-TZVPD basis set", "gap_ha": 0.11436, "charge": 3, "homo_ev": -14.687, "spin_multiplicity": 1, "relative_energy_kcal_mol": 1.70, "elements": ["Pt", "C", "C", "N", "C", "S", "N", "N", "C", "C", "C", "C", "C", "C", "C", "N", "H", "H", "H", "H", "H", "H", "H", "H", "H", "H", "H", "H", "H", "C", "O", "C", "O", "C", "C", "As", "C", "C", "C", "As", "C", "C", "O", "O", "C", "C", "O", "O", "C", "C", "O", "O", "C", "H", "H", "H", "H", "H", "H", "H", "H", "H", "H", "H", "H", "H", "H", "H", "H", "H", "H", "O", "C", "C", "C", "C", "C", "C", "N", "H", "H", "H", "H", "H", "H", "H", "H", "H", "H", "H", "F", "C", "C", "F", "C", "C", "C", "F", "C", "C", "C", "N", "C", "N", "F", "C", "C", "N", "C", "N"], "coordinates": [[0.54, -0.71, 0.98], [4.82, -3.57, 3.51], [3.46, -4.25, 3.37], [2.35, -3.41, 3.82], [1.74, -2.46, 3.12], [2.27, -2.15, 1.46], [0.75, -1.81, 3.69], [0.10, -0.94, 2.91], [-1.00, -0.40, 3.32], [-1.52, -0.69, 4.69], [-1.64, 0.52, 2.38], [-2.86, 1.15, 2.60], [-3.36, 2.00, 1.64], [-2.59, 2.32, 0.53], [-1.35, 1.72, 0.40], [-0.95, 0.76, 1.24], [5.61, -4.26, 3.22], [5.00, -3.26, 4.55], [4.88, -2.68, 2.88], [3.43, -5.16, 3.96], [3.29, -4.51, 2.32], [2.05, -3.49, 4.78], [-1.46, -1.75, 4.90], [-2.54, -0.35, 4.82], [-0.89, -0.19, 5.43], [-3.42, 0.97, 3.50], [-4.32, 2.48, 1.78], [-2.91, 3.06, -0.19], [-0.55, 1.79, -1.57], [-4.27, -0.71, -1.81], [-3.57, -1.42, -0.78], [-2.33, -1.89, -0.84], [-1.84, -2.31, 0.19], [-1.48, -1.87, -2.08], [-1.84, -2.32, -3.29], [-1.01, -2.01, -5.12], [-0.14, -3.74, -5.37], [0.28, -0.86, -4.15], [1.14, -1.47, -3.32], [0.45, -1.60, -1.49], [0.78, -3.49, -1.21], [2.26, -2.31, -3.84], [2.46, -2.49, -5.01], [3.06, -2.74, -2.87], [4.22, -3.49, -3.33], [-0.31, 0.44, -3.75], [0.08, 1.09, -2.78], [-1.24, 0.86, -4.56], [-1.86, 2.14, -4.29], [-3.20, -2.90, -3.62], [-3.91, -2.30, -4.39], [-3.55, -4.08, -3.13], [-2.63, -4.91, -2.39], [-4.93, -1.38, -2.35], [-3.59, -0.22, -2.51], [-4.88, 0.03, -1.30], [-0.90, -4.42, -5.76], [0.31, -4.15, -4.47], [0.63, -3.62, -6.13], [0.45, -4.06, -2.08], [0.21, -3.79, -0.33], [1.83, -3.67, -1.04], [4.78, -3.74, -2.44], [4.82, -2.88, -4.00], [3.90, -4.38, -3.86], [-2.59, 2.28, -5.07], [-1.11, 2.93, -4.32], [-2.33, 2.12, -3.31], [-3.19, -5.80, -2.12], [-2.27, -4.42, -1.49], [-1.79, -5.20, -3.02], [1.77, 1.88, -0.99], [2.87, 2.35, -1.53], [3.87, 1.36, -1.91], [3.37, 1.00, -3.37], [3.05, 2.16, -4.33], [1.74, 2.95, -4.04], [1.88, 4.03, -2.95], [2.95, 3.57, -2.00], [3.85, 0.48, -1.28], [4.87, 1.78, -1.94], [2.48, 0.38, -3.26], [4.16, 0.39, -3.81], [2.93, 1.71, -5.31], [3.90, 2.84, -4.42], [0.97, 2.23, -3.74], [1.40, 3.43, -4.95], [0.95, 4.20, -2.41], [2.21, 4.98, -3.35], [3.87, 3.77, -2.36], [1.83, 6.27, 0.68], [2.65, 5.40, 1.23], [3.77, 5.85, 1.85], [3.98, 7.13, 1.91], [4.71, 4.94, 2.46], [4.41, 3.55, 2.32], [3.28, 3.12, 1.69], [3.05, 1.83, 1.63], [2.35, 4.02, 1.14], [1.06, 3.61, 0.58], [0.80, 2.60, -0.31], [-0.44, 2.16, -0.62], [-0.05, 4.37, 1.07], [-0.95, 4.94, 1.49], [5.23, 2.66, 2.80], [5.82, 5.40, 3.16], [6.65, 4.53, 3.92], [7.31, 3.84, 4.57], [6.21, 6.76, 3.19], [6.59, 7.85, 3.20]]}

| no. | molar mass (g/mol) |
| --- | --- |
| 1 | 316.32 |
| 2 | 804.08 |
| 3 | 258.07 |
| 4 | 591.00 |
| 5 | 130.15 |
| 6 | 185.26 |
| 7 | 516.69 |
| 8 | 1269.83 |